14
Properties=species:S:1:pos:R:3 method="wB97M-V/def2-TZVPD" total_charge=-1
C 2.404 0.593 -0.748
C 1.637 -0.266 0.173
C -2.008 -1.565 0.128
C 0.675 0.402 0.857
C -1.867 -0.120 -0.472
N -2.091 1.011 -0.541
O -3.152 -1.810 0.484
O -0.981 -2.213 0.331
O 3.220 0.195 -1.554
O -2.380 2.161 -0.688
H 2.114 1.599 -0.510
H 0.026 -0.075 1.628
H 0.611 1.424 0.494
H 1.790 -1.336 0.418

61
Properties=species:S:1:pos:R:3 method="wB97M-V/def2-TZVPD"
H -1.353 -0.517 2.218
N -0.750 0.277 2.032
C -1.190 1.098 1.187
C -0.509 2.305 0.747
C 0.829 2.516 0.633
C 1.978 1.658 0.740
C 3.092 2.024 -0.037
C 4.195 1.201 -0.111
O 5.300 1.466 -0.871
C 5.370 2.698 -1.549
C 4.234 -0.016 0.609
O 5.299 -0.875 0.475
C 5.615 -1.327 -0.832
C 4.378 -1.547 -1.711
O 3.478 -2.404 -1.042
C 2.143 -2.124 -0.967
C 1.419 -2.952 -0.107
C 0.060 -2.784 0.036
C -0.603 -1.795 -0.672
C 0.101 -0.963 -1.527
C -0.597 0.118 -2.300
C 1.473 -1.135 -1.673
C 3.172 -0.327 1.471
O 3.084 -1.391 2.299
C 4.097 -2.375 2.361
C 2.058 0.511 1.515
C -1.348 3.445 0.235
O -0.926 4.574 0.170
N -2.611 3.135 -0.243
C -3.077 1.963 -0.091
S -4.637 1.394 -0.689
C -4.287 -0.127 0.086
S -5.359 -1.564 -0.094
C -4.637 -2.746 1.057
O -6.669 -1.183 0.333
O -5.178 -2.012 -1.442
N -3.170 -0.199 0.698
N -2.476 0.943 0.600
H 1.059 3.512 0.261
H 3.053 2.940 -0.604
H 4.593 2.782 -2.315
H 5.293 3.541 -0.856
H 6.348 2.712 -2.026
H 6.285 -0.623 -1.338
H 6.133 -2.275 -0.669
H 3.921 -0.582 -1.934
H 4.692 -2.015 -2.654
H 1.945 -3.724 0.432
H -0.488 -3.434 0.702
H -1.673 -1.682 -0.573
H -0.234 0.154 -3.325
H -0.406 1.092 -1.846
H -1.671 -0.051 -2.321
H 1.991 -0.486 -2.364
H 5.063 -1.941 2.625
H 4.188 -2.918 1.418
H 3.774 -3.058 3.146
H 1.243 0.233 2.160
H -5.208 -3.663 0.977
H -4.713 -2.331 2.053
H -3.607 -2.907 0.768

36
Properties=species:S:1:pos:R:3 method="wB97M-V/def2-TZVPD" total_charge=+2
H -0.252 2.855 2.124
N 0.174 1.623 0.467
B 0.732 0.689 -1.817
N 0.646 1.887 -0.817
C 0.921 3.199 -0.933
Ce -0.452 -0.558 1.202
H 1.361 3.577 -1.837
C 0.575 3.828 0.272
H 0.651 4.864 0.523
C 0.108 2.814 1.123
H 1.101 1.070 -2.893
C -1.715 -2.322 1.941
H -2.097 -2.961 2.741
H -0.622 -2.659 1.867
H -2.231 -2.537 0.990
N -0.733 0.108 -1.895
N 1.675 -0.419 -1.270
N -1.374 -0.396 -0.751
N 1.344 -1.076 -0.079
C -1.542 -0.026 -2.966
C 2.843 -0.910 -1.696
H -1.177 0.322 -3.933
H 3.300 -0.478 -2.565
C -2.742 -0.611 -2.551
C 3.273 -1.924 -0.841
C -2.639 -0.839 -1.171
C 2.306 -2.021 0.183
H -3.602 -0.843 -3.174
H 4.164 -2.518 -0.894
H -3.315 -1.286 -0.479
H 2.214 -2.660 1.049
H -1.911 -1.216 2.326
O -0.099 -0.917 3.927
N -0.218 0.361 3.976
O 0.277 1.040 4.869
O -0.947 0.938 2.979

| no. | gap between HOMO and LUMO (Ha) | energy (a.u.) |
| --- | --- | --- |
| 1 | 0.3106 | -548.589648 |
| 2 | 0.2767 | -2470.934291 |
| 3 | 0.2208 | -1497.743113 |